1.
Below is 3 unconnected molecules or ions with the total composition C16H34BO9PSi at a distorted geometry, with properties calculated with the ωB97M-V functional and the def2-TZVPD basis.

maximum force: 0.0253 Eh/bohr
2S+1: 1
E_LUMO: 0.4 eV
HOMO: -8.36 eV
gap between HOMO and LUMO: 8.8 eV
SMILES string: C#CP(CCO[Si](C)(C)C)CB(O)O.CCOC(=O)OC.CCOC(=O)OC

Element x y z (Å)
C  -0.47  4.99  1.52
C  -1.18  4.23  0.93
P  -2.54  3.39  0.20
C  -2.11  1.60  0.44
C  -0.95  1.32  1.40
O  -1.34  1.70  2.70
Si  -0.20  1.81  3.92
C  -0.96  2.95  5.20
C  0.13  0.13  4.69
C  1.45  2.46  3.34
C  -2.12  3.76  -1.58
B  -0.95  2.93  -2.21
O  -1.11  1.60  -2.60
O  0.25  3.56  -2.41
H  0.19  5.68  2.01
H  -3.00  1.14  0.88
H  -1.94  1.10  -0.51
H  -0.77  0.24  1.35
H  -0.06  1.86  1.06
H  -0.18  3.46  5.76
H  -1.57  2.36  5.88
H  -1.60  3.67  4.70
H  0.40  0.31  5.74
H  1.00  -0.33  4.22
H  -0.73  -0.54  4.64
H  1.85  1.88  2.51
H  2.15  2.36  4.18
H  1.43  3.51  3.05
H  -3.04  3.72  -2.17
H  -1.82  4.81  -1.56
H  -0.51  1.05  -2.09
H  0.89  2.98  -2.83
C  1.20  -1.26  -3.78
C  2.26  -0.30  -3.28
O  3.00  -0.86  -2.19
C  3.95  -1.73  -2.53
O  4.26  -2.05  -3.64
O  4.50  -2.19  -1.40
C  5.52  -3.18  -1.61
H  0.55  -1.57  -2.96
H  0.58  -0.78  -4.54
H  1.65  -2.14  -4.22
H  1.80  0.60  -2.88
H  2.94  0.00  -4.08
H  6.28  -2.80  -2.29
H  5.09  -4.09  -2.00
H  5.96  -3.36  -0.63
C  -3.73  -4.51  -1.83
C  -3.80  -3.23  -1.02
O  -2.82  -3.21  0.04
C  -1.58  -2.91  -0.33
O  -1.22  -2.63  -1.45
O  -0.80  -2.95  0.75
C  0.58  -2.70  0.48
H  -3.83  -5.37  -1.17
H  -4.53  -4.53  -2.56
H  -2.78  -4.58  -2.36
H  -4.76  -3.14  -0.52
H  -3.66  -2.35  -1.65
H  0.69  -1.77  -0.09
H  1.03  -3.52  -0.06
H  1.06  -2.59  1.45

=====

2.
Below is a single C5H5F3N2 molecule at a distorted geometry, with properties calculated with the ωB97M-V functional and the def2-TZVPD basis.

maximum force: 0.0421 Eh/bohr
energy above the lowest of the compared OMol25 structures with the same formula, charge and spin: 3.7 kcal/mol
2S+1: 1
E_LUMO: 0.8 eV
HOMO: -9.12 eV
gap between HOMO and LUMO: 9.9 eV
SMILES string: NC1(F)C=C(F)NC(F)=C1

Element x y z (Å)
C  0.13  1.09  0.60
C  0.34  -1.28  0.10
C  0.60  1.35  -0.60
C  0.72  -0.95  -1.11
C  -0.36  -0.29  0.95
N  0.72  0.35  -1.60
N  -1.82  -0.31  0.77
F  1.05  2.62  -0.80
F  1.21  -1.85  -2.03
F  0.02  -0.50  2.29
H  0.16  1.87  1.35
H  0.38  -2.37  0.31
H  1.37  0.40  -2.44
H  -2.25  -0.75  1.56
H  -2.26  0.62  0.66

=====

3.
Below is 2 unconnected molecules or ions with the total composition C5H15NO at a distorted geometry, with properties calculated with the ωB97M-V functional and the def2-TZVPD basis.

maximum force: 0.0857 Eh/bohr
energy above the lowest of the compared OMol25 structures with the same formula, charge and spin: 55.0 kcal/mol
2S+1: 1
E_LUMO: 0.8 eV
HOMO: -8.83 eV
gap between HOMO and LUMO: 9.6 eV
SMILES string: CNCC(C)C.O

Element x y z (Å)
C  0.80  -1.46  1.09
N  -0.25  -1.53  0.08
C  -0.11  -0.50  -1.04
C  0.55  0.96  -0.56
C  -0.57  2.09  -0.61
C  1.80  1.30  -1.28
H  0.80  -0.47  1.59
H  0.53  -2.29  1.72
H  1.81  -1.56  0.57
H  -1.15  -1.36  0.40
H  0.46  -0.79  -1.92
H  -1.13  -0.38  -1.38
H  0.73  0.83  0.57
H  -0.31  2.94  0.05
H  -0.60  2.49  -1.61
H  -1.50  1.49  -0.47
H  2.49  1.86  -0.71
H  2.52  0.47  -1.54
H  1.44  2.01  -2.13
H  -2.96  -2.81  2.29
H  -2.39  -1.38  2.21
O  -2.96  -1.92  2.69

=====

4.
Below is a single C2H9N2O3P molecule at a distorted geometry, with properties calculated with the ωB97M-V functional and the def2-TZVPD basis.

maximum force: 0.1286 Eh/bohr
energy above the lowest of the compared OMol25 structures with the same formula, charge and spin: 44.2 kcal/mol
2S+1: 1
E_LUMO: 0.8 eV
HOMO: -9.18 eV
gap between HOMO and LUMO: 10.0 eV
SMILES string: COP(=O)(NN)OC

Element x y z (Å)
C  0.29  2.29  -0.21
C  -2.51  -1.04  -0.12
N  2.55  -0.96  0.39
N  1.25  -0.89  1.00
O  0.56  -0.42  -1.57
O  -0.42  1.16  0.36
O  -1.23  -1.29  0.49
P  0.01  -0.39  -0.01
H  0.06  2.28  -1.37
H  1.33  2.30  -0.14
H  -0.17  3.16  0.28
H  -2.27  -0.71  -1.06
H  -3.06  -0.42  0.44
H  -2.86  -2.10  -0.12
H  2.25  -0.86  -0.55
H  3.30  -0.38  0.68
H  0.92  -1.74  1.51

=====

5.
Below is a molecular structure, C28H65ClInO8P2 at a distorted geometry, with properties calculated with the ωB97M-V functional and the def2-TZVPD basis.

maximum force: 0.0757 Eh/bohr
2S+1: 1
E_LUMO: 1.9 eV
charge: -1
HOMO: -4.39 eV
gap between HOMO and LUMO: 6.3 eV

Element x y z (Å)
C  -0.33  -3.98  2.74
C  -0.64  -2.61  2.07
C  0.53  -2.20  1.16
C  0.70  -0.66  0.98
C  2.14  -0.26  1.26
C  2.53  1.16  0.84
C  4.03  1.42  1.16
C  4.84  1.99  -0.04
In  6.27  0.45  -0.78
C  5.33  -0.82  -2.38
C  3.85  -0.44  -2.56
C  6.13  -0.75  -3.68
C  5.51  -1.46  -4.92
C  4.86  -2.82  -4.62
C  8.16  1.52  -1.39
Cl  7.81  3.26  -1.82
C  9.00  0.89  -2.49
C  10.47  1.35  -2.48
H  -1.16  -4.67  2.57
H  -0.18  -3.88  3.81
H  0.56  -4.43  2.29
H  -1.53  -2.71  1.44
H  -0.80  -1.92  2.90
H  0.44  -2.66  0.18
H  1.44  -2.56  1.63
H  0.41  -0.40  -0.04
H  0.01  -0.18  1.67
H  2.36  -0.37  2.32
H  2.81  -0.95  0.72
H  1.95  1.91  1.38
H  2.41  1.29  -0.24
H  4.46  0.47  1.48
H  4.09  2.07  2.04
H  4.15  2.31  -0.82
H  5.41  2.85  0.30
H  6.67  -0.56  0.65
H  5.37  -1.85  -2.02
H  3.75  0.65  -2.58
H  3.41  -0.84  -3.47
H  3.25  -0.81  -1.72
H  6.26  0.30  -3.94
H  7.13  -1.16  -3.52
H  6.33  -1.64  -5.62
H  4.80  -0.77  -5.37
H  3.78  -2.73  -4.56
H  5.07  -3.52  -5.43
H  5.26  -3.26  -3.71
H  8.78  1.55  -0.50
H  8.55  1.12  -3.45
H  8.99  -0.19  -2.33
H  10.54  2.40  -2.21
H  11.03  0.72  -1.79
H  10.92  1.19  -3.46
O  -6.34  -1.96  6.00
P  -6.34  -2.04  4.54
O  -5.82  -0.73  3.82
C  -4.83  0.15  4.37
C  -3.45  -0.47  4.43
O  -7.89  -2.01  4.06
C  -8.95  -2.32  4.96
C  -9.65  -1.06  5.43
O  -5.82  -3.18  3.60
C  -6.04  -2.99  2.17
C  -4.74  -2.72  1.45
H  -5.11  0.49  5.36
H  -4.85  1.02  3.71
H  -3.45  -1.42  4.96
H  -2.77  0.22  4.94
H  -3.04  -0.66  3.43
H  -8.57  -2.89  5.82
H  -9.64  -2.96  4.42
H  -8.92  -0.33  5.78
H  -10.34  -1.28  6.24
H  -10.21  -0.61  4.61
H  -6.73  -2.17  2.01
H  -6.52  -3.90  1.82
H  -4.22  -1.88  1.90
H  -4.94  -2.49  0.40
H  -4.08  -3.58  1.49
O  -2.22  2.40  -4.13
P  -2.36  2.29  -2.68
O  -2.80  3.66  -1.99
C  -3.66  4.56  -2.69
C  -5.10  4.09  -2.74
O  -0.90  2.16  -2.02
C  0.25  1.78  -2.78
C  1.11  2.99  -3.07
O  -3.11  1.17  -1.89
C  -3.11  1.21  -0.45
C  -4.50  1.49  0.06
H  -3.27  4.74  -3.69
H  -3.60  5.51  -2.15
H  -5.16  3.06  -3.12
H  -5.69  4.73  -3.39
H  -5.55  4.10  -1.75
H  -0.04  1.27  -3.69
H  0.81  1.07  -2.16
H  0.52  3.80  -3.48
H  1.91  2.73  -3.77
H  1.57  3.35  -2.14
H  -2.40  1.94  -0.07
H  -2.77  0.22  -0.13
H  -4.89  2.41  -0.36
H  -4.49  1.57  1.15
H  -5.19  0.69  -0.22

=====

6.
Below is 10 unconnected molecules or ions with the total composition C42H111N7O14 at a distorted geometry, with properties calculated with the ωB97M-V functional and the def2-TZVPD basis.

maximum force: 0.0417 Eh/bohr
energy above the lowest of the compared OMol25 structures with the same formula, charge and spin: 16.2 kcal/mol
2S+1: 1
E_LUMO: 0.3 eV
HOMO: -8.48 eV
gap between HOMO and LUMO: 8.8 eV
SMILES string: COC[C@H](C)N.COC[C@H](C)N.COC[C@H](C)N.COCCNCCOC.COCCNCCOC.COCCNCCOC.COCCNCCOC.CCO.CCO.CCO

Element x y z (Å)
C  -4.65  -13.41  15.31
C  -5.05  -14.64  14.53
C  -4.06  -14.89  13.40
O  -4.55  -15.78  12.42
C  -5.59  -15.27  11.61
N  -5.07  -15.79  15.47
H  -5.05  -13.48  16.32
H  -4.99  -12.47  14.87
H  -3.56  -13.32  15.38
H  -6.07  -14.59  14.13
H  -3.12  -15.21  13.84
H  -3.81  -13.95  12.87
H  -6.50  -15.09  12.18
H  -5.77  -16.02  10.86
H  -5.28  -14.34  11.11
H  -5.16  -16.63  14.89
H  -4.12  -15.90  15.83
C  1.73  -14.60  9.80
C  0.65  -14.03  8.88
C  -0.24  -13.06  9.65
O  -0.83  -13.69  10.78
C  -1.97  -14.44  10.49
N  1.19  -13.30  7.74
H  2.29  -15.37  9.26
H  1.29  -15.06  10.68
H  2.42  -13.81  10.11
H  0.01  -14.83  8.48
H  -1.01  -12.63  9.00
H  0.41  -12.29  10.08
H  -2.86  -13.85  10.23
H  -2.28  -15.05  11.34
H  -1.78  -15.18  9.70
H  1.84  -13.84  7.18
H  1.76  -12.52  8.07
C  5.73  -15.06  16.57
C  4.85  -16.16  15.99
C  3.70  -16.60  16.88
O  4.05  -17.13  18.13
C  4.92  -18.25  18.11
N  4.30  -15.76  14.69
H  6.60  -15.02  15.92
H  6.03  -15.32  17.59
H  5.31  -14.06  16.70
H  5.52  -17.01  15.83
H  3.11  -17.35  16.32
H  3.03  -15.75  17.06
H  4.50  -19.06  17.49
H  5.03  -18.57  19.14
H  5.89  -18.01  17.67
H  5.05  -15.40  14.11
H  3.91  -16.55  14.19
C  6.39  -9.39  20.48
O  6.03  -10.49  19.68
C  6.50  -11.72  20.19
C  6.12  -12.85  19.23
N  4.76  -12.72  18.73
C  3.78  -13.58  19.44
C  2.47  -13.50  18.73
O  1.81  -12.30  19.03
C  0.71  -12.10  18.18
H  7.44  -9.46  20.81
H  5.83  -9.44  21.43
H  6.19  -8.50  19.91
H  5.99  -11.89  21.16
H  7.56  -11.71  20.45
H  6.26  -13.76  19.83
H  6.81  -12.84  18.39
H  4.51  -11.74  18.80
H  3.72  -13.23  20.48
H  4.16  -14.60  19.38
H  1.84  -14.36  19.04
H  2.67  -13.62  17.65
H  1.01  -11.55  17.28
H  -0.14  -11.65  18.69
H  0.27  -13.06  17.85
C  -0.76  -9.18  13.09
O  -1.04  -10.55  13.14
C  -0.74  -11.17  14.36
C  -0.88  -12.67  14.13
N  -0.48  -13.40  15.34
C  -0.56  -14.86  15.25
C  0.61  -15.41  14.43
O  0.58  -16.80  14.21
C  -0.44  -17.21  13.32
H  -1.47  -8.53  13.61
H  -0.97  -8.87  12.06
H  0.29  -8.89  13.22
H  -1.38  -10.83  15.19
H  0.30  -10.99  14.66
H  -0.22  -12.89  13.28
H  -1.90  -12.89  13.80
H  0.51  -13.16  15.37
H  -1.51  -15.10  14.79
H  -0.54  -15.27  16.26
H  1.56  -15.17  14.90
H  0.56  -14.86  13.47
H  -0.45  -16.61  12.40
H  -1.41  -17.18  13.84
H  -0.31  -18.25  13.03
C  -0.75  -27.19  17.90
O  -0.96  -25.99  17.17
C  -1.92  -26.14  16.15
C  -2.08  -24.84  15.40
N  -1.11  -24.69  14.32
C  -1.47  -23.60  13.41
C  -1.57  -22.24  14.08
O  -0.47  -22.09  14.94
C  -0.53  -20.87  15.65
H  -0.54  -26.91  18.94
H  0.13  -27.71  17.51
H  -1.63  -27.83  17.90
H  -2.90  -26.40  16.58
H  -1.65  -26.95  15.46
H  -2.11  -24.01  16.12
H  -3.07  -24.89  14.93
H  -0.23  -24.39  14.72
H  -2.37  -23.90  12.87
H  -0.64  -23.51  12.70
H  -2.50  -22.13  14.66
H  -1.62  -21.40  13.36
H  0.44  -20.63  16.09
H  -1.24  -20.98  16.48
H  -0.92  -20.08  15.00
C  -3.44  -6.43  19.36
O  -3.38  -7.76  18.89
C  -4.45  -8.55  19.35
C  -4.39  -9.97  18.88
N  -4.72  -10.18  17.47
C  -4.15  -9.19  16.55
C  -4.39  -9.62  15.12
O  -4.02  -8.58  14.25
C  -4.15  -8.88  12.89
H  -2.94  -6.36  20.34
H  -4.47  -6.11  19.54
H  -2.99  -5.78  18.62
H  -5.45  -8.12  19.20
H  -4.41  -8.55  20.46
H  -5.07  -10.56  19.49
H  -3.41  -10.42  19.09
H  -4.44  -11.11  17.19
H  -3.07  -9.05  16.70
H  -4.71  -8.28  16.73
H  -5.43  -9.92  14.93
H  -3.75  -10.51  14.97
H  -5.11  -9.25  12.49
H  -3.41  -9.59  12.49
H  -4.01  -7.90  12.42
C  -1.36  -6.88  16.15
C  -0.86  -6.05  15.00
O  -1.19  -4.67  15.22
H  -0.90  -6.64  17.10
H  -1.19  -7.92  15.90
H  -2.44  -6.73  16.25
H  -1.38  -6.34  14.08
H  0.22  -6.14  14.85
H  -0.86  -4.11  14.50
C  1.58  -20.99  12.80
C  2.20  -21.11  11.41
O  3.55  -20.69  11.46
H  1.71  -19.94  13.08
H  2.01  -21.66  13.54
H  0.50  -21.11  12.76
H  1.65  -20.40  10.78
H  2.04  -22.10  10.97
H  3.79  -20.21  10.67
C  4.88  -12.03  13.40
C  3.70  -12.92  13.07
O  2.80  -12.99  14.17
H  5.54  -11.89  12.54
H  5.46  -12.46  14.22
H  4.49  -11.08  13.76
H  3.99  -13.94  12.79
H  3.17  -12.53  12.19
H  3.03  -13.83  14.60